Record 1
The following is a DFT calculation (ωB97M-V/def2-TZVPD) of a molecular structure, C33H46InN3O3SSi in a non-equilibrium geometry.

XYZ file:
```
88
Properties=species:S:1:pos:R:3:forces:R:3
In 0.6813 -0.1645 1.2714 0.062 -0.259 0.180
S 1.0889 -0.8224 -2.6355 -0.926 -0.723 -0.459
Si 3.2840 0.5515 1.5125 -0.049 0.006 0.293
O 0.9924 -0.4447 -1.2136 0.018 0.282 1.209
O -0.4146 -1.7715 2.8710 -0.308 -0.855 1.944
O 0.1039 -2.2403 1.6668 0.607 0.853 -1.398
N -0.1588 1.9697 -0.0638 -0.061 -0.942 0.663
N -1.3253 3.8155 -0.2719 0.171 -0.302 0.079
N -1.1224 -0.5599 2.5693 1.083 1.067 -1.831
C 0.0350 -0.1713 -7.6234 0.060 0.017 -0.061
C -4.9727 0.1778 2.1509 0.145 -0.161 0.039
C -0.9273 -1.0219 -7.1115 -0.066 -0.037 -0.071
C 1.3042 -4.1492 -6.1636 0.012 -0.065 -0.122
C -1.0756 0.4232 4.8631 0.033 0.021 -0.307
C 3.4423 2.3290 2.2246 -0.189 -0.595 -0.303
C -3.1380 -0.2937 3.7957 0.216 -0.039 -0.139
C -1.7932 0.6435 6.0312 0.091 0.066 0.031
C 1.2264 -0.0756 5.7416 -0.054 0.031 -0.260
C 0.6386 2.9213 -0.6065 0.086 0.315 -0.200
C 0.7902 0.6087 -6.7625 0.035 0.031 -0.053
C 2.8075 -2.8016 -4.2809 0.004 -0.087 0.043
C 0.9038 -2.6686 -2.6999 0.090 0.523 -0.018
C 4.2589 0.4450 -0.1330 -0.491 0.014 0.496
C -4.4203 -2.2009 2.8157 0.162 0.177 -0.116
C 0.5813 0.5320 -5.3995 -0.046 0.049 -0.034
C 0.5672 2.2961 5.1637 0.031 -0.191 -0.156
C -1.1329 -1.1004 -5.7442 -0.017 0.067 0.056
C -0.0726 4.0761 -0.7471 0.399 0.033 -0.157
C 4.0565 -0.6788 2.7606 -0.423 0.324 -0.437
C -3.8179 -0.0480 4.9762 -0.137 0.069 0.016
C 0.3840 0.8111 4.8239 0.147 0.006 0.023
C 2.6226 -3.8300 -6.4361 0.018 0.019 -0.019
C 0.7359 -3.7918 -4.9536 0.014 -0.014 0.139
C -0.5544 -0.3853 -3.3947 0.520 -0.114 0.203
C -2.4325 4.7302 -0.2332 -0.546 0.200 -0.062
C -3.1478 0.3901 6.1030 -0.019 -0.025 0.031
C -1.3243 2.5278 0.1301 -0.237 -0.049 0.102
C 3.3756 -3.1557 -5.4877 0.091 -0.011 -0.091
C -1.7420 -0.1112 3.7448 -0.179 -0.006 0.274
C 1.4815 -3.1152 -3.9978 0.122 -0.204 -0.322
C -0.3813 -0.3231 -4.8732 -0.056 0.022 -0.341
C -3.8716 -0.7950 2.5738 -0.151 -0.004 -0.109
H -3.1634 4.4788 -1.0063 0.065 0.091 0.064
H -4.5532 1.1650 1.9618 -0.016 0.144 -0.010
H 0.2000 -0.1134 -8.6888 -0.001 -0.005 -0.093
H 0.8755 -0.0264 6.7716 -0.008 0.027 0.085
H -1.8931 -1.7629 -5.3588 -0.080 -0.107 0.108
H -3.1397 -0.8530 1.7600 -0.121 -0.034 0.267
H -1.5216 -1.6261 -7.7816 -0.048 -0.058 -0.021
H -4.8838 -0.2168 5.0236 -0.156 -0.036 0.010
H 0.1405 2.5478 6.1336 -0.004 -0.005 0.051
H -5.7401 0.2772 2.9153 -0.129 0.046 0.091
H 1.4750 -3.0315 -1.8441 0.024 0.141 0.040
H 5.2931 0.7547 -0.0184 0.210 0.081 0.160
H -3.5943 -2.8725 3.0366 0.024 -0.137 0.040
H 3.3913 -0.8235 3.6083 -0.103 -0.013 0.125
H -1.2760 1.0215 6.9017 0.031 0.040 0.123
H 4.2558 -0.5736 -0.5088 -0.031 -0.216 -0.041
H -2.9229 4.6825 0.7393 0.048 0.061 -0.047
H -4.9337 -2.5597 1.9254 -0.095 -0.106 -0.069
H 1.6300 2.5391 5.1896 0.047 0.084 -0.011
H -0.2917 -4.0538 -4.7500 -0.144 0.013 0.056
H -5.4478 -0.1757 1.2381 -0.113 -0.010 -0.120
H 3.3704 3.0685 1.4318 -0.037 0.133 -0.158
H 3.3950 -2.2784 -3.5399 0.105 0.059 0.052
H 5.0232 -0.3654 3.1467 0.163 0.171 -0.061
H 1.6551 2.7077 -0.8589 0.326 0.039 -0.083
H -3.6772 0.5339 7.0339 -0.067 0.058 0.059
H -1.3090 -1.0996 -3.0747 0.010 -0.049 0.081
H 3.0647 -4.1036 -7.3816 0.033 -0.039 -0.099
H -5.1170 -2.2180 3.6526 -0.094 -0.018 0.073
H -2.1690 2.0212 0.5568 -0.250 0.037 0.130
H 4.4065 -2.9062 -5.6912 0.077 0.016 -0.013
H -0.1385 -2.9461 -2.5659 -0.058 0.053 0.048
H 1.1598 -1.1073 5.4016 0.048 -0.109 0.060
H -2.0677 5.7419 -0.4050 -0.044 -0.079 0.055
H 0.2066 5.0374 -1.1288 -0.002 0.173 -0.057
H 4.3897 2.4785 2.7363 0.200 -0.067 0.031
H 1.5415 1.2774 -7.1544 0.071 0.061 -0.038
H 0.7524 0.6694 3.7961 -0.131 -0.031 0.244
H 0.0840 2.9174 4.4083 -0.022 0.081 0.021
H 4.1792 -1.6469 2.2817 0.004 -0.170 -0.053
H 1.1664 1.1433 -4.7280 0.100 0.092 0.043
H 3.8080 1.0718 -0.8952 -0.130 0.151 -0.166
H 0.7170 -4.6793 -6.8996 -0.061 -0.032 -0.033
H -0.7918 0.5930 -2.9751 0.122 0.013 0.119
H 2.6467 2.5375 2.9353 -0.118 -0.004 0.120
H 2.2678 0.2462 5.7124 0.095 -0.050 0.060
```
Positions in Å, forces in eV/Å.

- Highest occupied orbital energy: -5.824 eV
- E_tot: -2552.69997 hartree
- Multiplicity: 1
- Total charge: 0
- Energy relative to the best compared isomer or geometry (same formula, charge and spin): 137.85 kJ/mol

Mulliken atomic charge list, values in e, 4 entries: 1.66 0.20 0.44 -0.55

=====

Record 2
The following is a DFT calculation (ωB97M-V/def2-TZVPD) of a molecular structure, C33H46MoN5OSeSi3 in a non-equilibrium geometry.

XYZ file:
```
90
Properties=species:S:1:pos:R:3:forces:R:3
Mo 0.2418 0.5923 0.3424 0.393 0.937 1.072
Se 1.4012 2.9337 0.0030 0.503 0.125 -0.253
Si -1.9412 -1.4028 -1.5943 -0.056 0.004 0.039
Si -0.5986 -2.2276 1.1744 0.071 -0.148 -0.206
Si 0.9095 -2.6666 -1.3548 -0.071 -0.053 0.008
O -0.2173 -0.7775 2.0273 -0.241 -0.153 -0.093
N 2.1365 0.3897 -0.8885 0.169 -0.350 -0.017
N 1.9834 0.8651 1.6826 -0.067 -0.262 -0.087
N -0.8799 1.4834 -0.5944 -1.119 0.136 -0.404
N 0.4747 4.0123 -0.9428 -0.130 -0.160 0.226
N -0.4347 1.8395 2.2158 0.168 0.047 0.042
C -0.3042 -1.3678 -0.4937 0.460 -0.294 -0.397
C 4.0390 0.6853 3.4791 0.013 -0.004 0.000
C 3.1702 0.3739 1.2827 -0.023 -0.015 0.042
C -0.7649 3.7844 -1.3954 -0.056 0.167 -0.144
C -3.3906 3.5908 -2.2495 0.051 -0.092 0.063
C 0.3912 2.9428 4.1931 -0.005 0.011 0.029
C -1.4947 2.5746 -1.1704 0.161 -0.035 -0.053
C 1.1930 -2.3971 -3.1865 -0.016 -0.040 0.018
C 2.2420 0.5470 -2.2247 -0.025 -0.031 -0.026
C -2.6735 4.7596 -2.5177 -0.053 -0.044 -0.006
C 1.8444 1.4167 2.8965 -0.044 0.020 -0.041
C 1.0306 0.8605 -3.0245 -0.007 0.035 0.008
C 0.5569 2.1021 3.1172 0.036 -0.084 0.053
C 0.6069 -3.4735 1.8627 -0.005 0.087 0.101
C -0.3117 -0.8096 3.4722 -0.084 0.061 -0.038
C 4.2101 0.2220 2.1843 0.022 -0.009 0.014
C -1.8755 3.1928 3.5646 0.017 0.002 -0.015
C -0.8502 3.5279 4.4130 0.000 -0.014 -0.011
C 3.2884 0.2235 -0.1751 0.003 0.012 0.010
C 4.6262 0.2312 -2.1494 0.016 0.003 -0.034
C 2.5867 -2.7407 -0.4929 0.014 0.021 -0.017
C -1.6573 2.3402 2.4774 -0.048 0.016 0.006
C -1.9617 -0.4021 -3.1884 0.025 0.032 0.059
C -2.3320 -3.1194 -2.2239 -0.093 0.020 -0.037
C 4.5250 0.1222 -0.7711 0.018 -0.004 0.035
C 0.1636 -4.3982 -1.2246 0.063 -0.049 0.070
C -2.8100 2.5059 -1.5909 -0.163 0.123 -0.119
C -2.3239 -2.7714 1.5865 0.032 -0.035 0.083
C -2.8614 1.9616 1.6793 -0.007 -0.011 0.002
C -3.5003 -0.9202 -0.6413 -0.018 0.022 -0.038
C -1.3699 4.8578 -2.0965 0.035 -0.080 0.076
C 3.4774 0.4733 -2.8651 -0.031 -0.044 -0.016
C 2.8670 1.3396 3.8275 -0.010 0.002 0.018
H 1.5442 -3.0093 2.1741 0.004 -0.008 -0.007
H -2.2925 -3.4144 2.4689 0.004 0.005 0.001
H 1.9838 -1.6916 -3.4286 0.009 0.026 0.001
H -3.5962 1.5110 2.3495 -0.002 0.010 0.001
H 1.1511 0.5289 -4.0532 0.009 0.031 -0.011
H 5.4125 -0.0046 -0.1699 -0.007 0.009 0.001
H 3.3851 -2.4441 -1.1754 0.000 0.028 0.004
H 0.8716 1.9440 -3.0454 -0.010 -0.005 0.017
H 2.7870 -3.7720 -0.1989 0.021 -0.002 -0.048
H -3.3890 -0.4298 0.3200 0.036 0.075 0.008
H -3.3802 1.6067 -1.4205 -0.008 -0.043 0.011
H -0.5013 -1.8357 3.7838 -0.024 0.007 -0.001
H -0.1562 -4.7400 -2.2085 0.035 -0.008 0.052
H 0.9516 -5.0788 -0.8935 0.005 -0.004 -0.009
H 5.1461 -0.2253 1.8848 -0.004 0.005 0.002
H -1.1344 -0.1805 3.8056 0.019 0.020 0.007
H 5.5873 0.1613 -2.6413 -0.005 0.002 0.002
H -1.8393 0.6766 -3.1293 0.001 0.007 0.021
H 0.8501 -4.3014 1.2030 -0.033 0.012 -0.021
H -2.8757 3.5741 3.7217 0.005 0.004 -0.002
H -4.1394 -0.2984 -1.2721 -0.005 -0.010 -0.009
H -1.0072 4.2020 5.2444 0.002 0.003 -0.003
H 1.5214 -3.3689 -3.5690 0.011 0.012 0.001
H -2.9734 -0.5831 -3.5675 0.010 0.011 -0.008
H -0.7747 5.7464 -2.2619 -0.003 0.002 0.008
H -3.1446 5.5785 -3.0437 -0.002 -0.004 0.000
H 2.7543 1.7603 4.8154 0.002 -0.009 -0.004
H -3.2947 -2.9862 -2.7297 0.001 -0.009 0.000
H 3.5059 0.6087 -3.9377 0.008 -0.006 0.002
H -1.2807 -0.7788 -3.9503 0.004 -0.006 0.009
H 0.1581 0.3799 -2.6048 -0.036 -0.034 -0.010
H 0.1465 -3.9197 2.7487 0.024 0.008 0.010
H -3.0035 -1.9454 1.7925 0.021 -0.020 -0.004
H -2.7659 -3.3667 0.7851 0.024 0.001 0.011
H -1.6375 -3.5036 -2.9692 -0.058 0.051 0.004
H -0.6837 -4.5422 -0.5538 0.060 0.010 0.015
H 4.8352 0.5767 4.2039 -0.003 -0.001 -0.001
H 0.6266 -0.4887 3.9152 0.004 -0.008 -0.001
H 1.2155 3.1522 4.8583 -0.004 -0.004 -0.009
H -2.4816 -3.8844 -1.4636 -0.017 0.048 -0.038
H -4.4224 3.5123 -2.5682 0.004 0.007 -0.009
H 0.2989 -2.1293 -3.7475 0.005 -0.024 0.009
H -4.0738 -1.8299 -0.4544 0.010 0.016 0.004
H -3.3292 2.8467 1.2470 -0.004 -0.004 -0.002
H -2.6390 1.2543 0.8958 -0.002 -0.063 -0.034
H 2.6715 -2.1448 0.4151 -0.015 -0.009 0.005
```
Positions in Å, forces in eV/Å.

- Highest occupied orbital energy (spin up / spin down): -16.978 / -16.978 eV
- E_tot: -4971.42454 hartree
- Multiplicity: 1
- Total charge: +3
- Energy relative to the best compared isomer or geometry (same formula, charge and spin): 0.00 kJ/mol

Mulliken atomic charge list, values in e, 4 entries: -2.94 0.79 0.37 -0.16

=====

What is the E_tot in the first record? -2552.69997 hartree

=====

What is the formula in the second record? C33H46MoN5OSeSi3

=====

Which value of E_tot does entry 2 give? -4971.42454 hartree

=====

What is the E_tot in the first record? -2552.69997 hartree